[1]
Molecular formula: C12H11N4O3PS2
Method: DFT, the ωB97M-V functional and the def2-TZVPD basis

Computed properties:
Highest occupied orbital energy ... -9.044 eV
Total charge ... 0
Gap between HOMO and LUMO ... 0.2984 Ha

Cartesian coordinates (Å):
1 H 0.468 4.988 -0.436
2 O -1.740 -3.315 -1.311
3 H 2.937 0.796 -0.568
4 C -1.028 -1.553 0.133
5 H -1.986 -1.660 3.346
6 H -1.301 0.285 2.166
7 H 1.329 0.919 2.673
8 C -0.376 -0.258 0.316
9 H -0.357 1.538 1.431
10 C 0.205 -0.258 -1.998
11 C 2.979 2.937 -0.436
12 C 2.349 1.704 -0.535
13 S -3.780 -2.554 1.287
14 N 0.744 0.215 -3.129
15 C -1.128 -2.118 -1.103
16 O -1.088 -3.931 1.227
17 H -1.522 -4.617 1.753
18 C 0.992 4.041 -0.470
19 N -0.492 -1.887 -3.471
20 H 1.372 -0.549 2.014
21 C 0.962 1.654 -0.600
22 H 4.060 2.987 -0.386
23 H -0.812 2.882 -0.614
24 H -2.677 -3.182 -1.506
25 S 0.321 -0.791 -4.293
26 C 0.252 0.355 -0.719
27 C 0.268 2.861 -0.563
28 P -1.850 -2.545 1.406
29 N 0.762 0.097 2.502
30 C -0.375 0.467 1.636
31 N 2.322 4.094 -0.400
32 C -0.508 -1.469 -2.200
33 O -1.305 -2.130 2.846

=====

[2]
Molecular formula: C31H31BHgN10OS2
Method: DFT, the ωB97M-V functional and the def2-TZVPD basis

Computed properties:
Highest occupied orbital energy (spin up / spin down) ... -3.775 / -3.733 eV
Total charge ... -1
Energy relative to the best compared isomer or geometry (same formula, charge and spin) ... 4.8 kcal per mole
Gap between HOMO and LUMO (spin up / spin down) ... 0.2234 / 0.1939 Ha
Spin multiplicity ... 2
⟨S²⟩ ... 0.76

Cartesian coordinates (Å):
1 N -0.722 -3.884 -1.468
2 C -0.649 5.137 1.887
3 H 2.893 -2.789 -2.452
4 C 0.947 -1.045 4.695
5 H -2.464 -0.137 2.252
6 C -0.202 3.295 0.340
7 H 3.718 5.011 -2.391
8 H -2.815 -0.911 3.812
9 N 2.560 0.440 -0.089
10 C -1.785 -3.196 3.032
11 H 5.357 3.165 -2.501
12 C 0.592 -3.554 -1.454
13 H -0.790 -5.611 0.004
14 C -0.472 0.985 3.420
15 H -0.256 5.960 2.475
16 C 5.020 0.729 -1.357
17 B -1.488 -4.702 -0.377
18 H -4.555 3.970 1.758
19 H 2.235 -2.294 -4.031
20 H -2.666 5.434 2.557
21 H -1.670 -3.100 4.100
22 N 0.834 -2.846 -2.596
23 H 1.485 -1.860 5.162
24 C 4.101 1.803 -1.381
25 C -0.351 -2.707 -3.309
26 C -1.392 -4.161 2.177
27 C 1.858 2.662 -0.740
28 H -0.842 1.801 6.660
29 Hg -0.273 0.054 -0.201
30 N 1.412 -1.872 2.500
31 H -2.347 -3.477 -2.807
32 H 1.252 -1.907 1.500
33 H -0.529 2.956 5.339
34 C 0.355 -0.079 5.422
35 C 4.404 3.036 -2.000
36 C 2.099 -2.243 -2.951
37 H -3.663 1.039 -1.251
38 O -1.158 1.884 2.965
39 H -2.540 -5.067 -0.860
40 C 4.719 -0.413 -0.677
41 C 3.463 -0.509 -0.044
42 H -4.028 -0.908 2.503
43 C -1.991 4.863 1.928
44 C -2.412 -2.614 0.958
45 C -2.497 3.809 1.133
46 C -2.967 -0.974 2.734
47 H -0.403 -2.151 -4.230
48 S 1.769 -3.938 -0.281
49 H 3.201 -1.410 0.497
50 H 1.839 -2.683 2.906
51 H 1.530 4.693 -1.299
52 C -0.968 1.993 5.596
53 H -5.347 2.217 0.174
54 N -0.325 0.931 4.834
55 C 0.240 4.367 1.118
56 H 5.966 0.839 -1.879
57 S -3.135 -1.714 -0.292
58 H 1.302 4.579 1.149
59 H -2.027 2.041 5.349
60 C -1.298 -3.354 -2.608
61 C 2.848 1.601 -0.736
62 N -1.780 -3.811 0.898
63 H 0.387 -0.068 6.504
64 C -1.626 3.060 0.305
65 N 0.602 2.425 -0.307
66 C 3.486 4.052 -1.938
67 C 2.244 3.879 -1.315
68 C -3.864 3.460 1.095
69 H 2.145 -1.202 -2.628
70 N 0.146 0.022 2.686
71 C 0.826 -0.953 3.264
72 N -2.427 -2.233 2.267
73 N -2.073 2.093 -0.527
74 H 5.413 -1.243 -0.623
75 H -0.849 -5.075 2.361
76 C -3.356 1.825 -0.569
77 C -4.301 2.490 0.235

=====

[3]
Molecular formula: C9H5BINO8
Method: DFT, the ωB97M-V functional and the def2-TZVPD basis

Computed properties:
Highest occupied orbital energy ... -9.393 eV
Total charge ... 0
Gap between HOMO and LUMO ... 0.2328 Ha

Cartesian coordinates (Å):
1 C 1.635 -1.333 3.490
2 N 1.266 1.623 -2.821
3 C 1.942 -0.882 2.129
4 O 2.303 -1.132 4.473
5 H -2.185 3.097 -1.092
6 H 1.873 0.788 -0.800
7 O 0.982 -1.284 1.297
8 C -2.169 -2.319 1.510
9 H -0.384 1.796 0.360
10 O 2.909 -0.241 1.788
11 C -0.956 2.919 -3.096
12 C -1.436 -3.566 1.263
13 C 0.352 2.333 -3.669
14 H 0.625 2.454 -4.779
15 I -2.308 4.039 -4.364
16 C -1.235 2.699 -1.587
17 B -0.006 -2.027 2.099
18 H 2.135 1.273 -3.256
19 C 1.092 1.374 -1.413
20 O -1.898 -4.587 0.820
21 C -0.187 1.924 -0.754
22 O -1.336 -1.400 2.003
23 O -0.155 -3.405 1.607
24 O -3.343 -2.131 1.305
25 O 0.485 -2.011 3.486

=====

[4]
Molecular formula: C11H15N
Method: DFT, the ωB97M-V functional and the def2-TZVPD basis

Computed properties:
Highest occupied orbital energy ... -7.891 eV
Total charge ... 0
Energy relative to the best compared isomer or geometry (same formula, charge and spin) ... 57.5 kcal per mole
Gap between HOMO and LUMO ... 0.3246 Ha

Cartesian coordinates (Å):
1 H 0.483 -2.082 0.528
2 H -3.577 1.143 1.057
3 H -1.318 -0.225 2.943
4 H -1.771 1.255 1.128
5 H -2.929 -0.179 3.483
6 C 0.991 0.295 -2.033
7 H 1.046 -0.260 -4.208
8 H 1.469 2.225 -2.531
9 C 1.401 0.653 0.244
10 N 1.161 1.690 -1.769
11 C 0.572 -1.614 -0.470
12 H -2.843 1.939 2.200
13 C 0.445 -1.839 -2.899
14 H 1.551 -0.657 1.798
15 H 1.603 2.938 -0.267
16 H 0.207 -3.434 -1.655
17 C 0.341 -2.381 -1.608
18 H 2.631 0.774 2.028
19 C -2.382 -0.100 2.516
20 C 0.972 -0.559 -3.189
21 C 1.624 0.444 1.634
22 C -2.603 1.065 1.704
23 C 1.562 1.831 -0.408
24 H 0.949 0.883 2.303
25 C 0.852 -0.323 -0.668
26 H 0.156 -2.500 -3.810
27 H -2.593 -0.982 1.951